{"formula": "C8H20N5", "method": "the ωB97M-V functional and the def2-TZVPD basis", "spin_multiplicity": 1, "homo_lumo_gap_ev": 9.22, "e_tot_ha": -590.1714, "smiles": "[H]/N=N/C(=N/[H])N(C)[NH+](CCC)CCC", "molar_mass_g_mol": 186.28, "homo_energy_ev": -13.3, "total_charge": 1, "e_above_lowest_kj_mol": 475.5, "elements": ["H", "N", "N", "C", "N", "H", "N", "C", "N", "C", "C", "C", "C", "C", "C", "H", "H", "H", "H", "H", "H", "H", "H", "H", "H", "H", "H", "H", "H", "H", "H", "H", "H"], "coordinates": [[-2.97840, -0.80336, -2.43180], [-2.61162, 0.15007, -2.11078], [-1.85336, 0.19237, -1.10975], [-1.56890, 1.53531, -0.64973], [-2.33760, 2.50790, -0.80853], [-2.31726, 3.37067, -0.43767], [-0.29892, 1.42875, 0.08595], [0.37736, 2.54211, 0.66920], [0.36346, 0.15538, 0.03547], [1.57002, 0.21290, -0.76869], [2.01785, -1.12269, -1.41814], [1.16260, -1.39636, -2.71120], [0.48978, -0.48068, 1.34332], [-0.85641, -0.59210, 2.15096], [-0.93571, -1.84678, 2.93379], [0.21892, 3.50835, -0.00863], [-0.03509, 2.80703, 1.64117], [1.43987, 2.34156, 0.55930], [-0.36834, -0.35888, -0.45957], [2.48615, 0.47250, -0.21289], [1.39750, 0.80034, -1.64167], [2.88241, -1.01593, -1.90904], [2.03495, -1.81191, -0.64756], [0.26145, -1.97899, -2.39559], [0.87791, -0.42564, -3.18284], [1.54851, -1.93678, -3.51129], [1.37450, -0.06762, 1.86230], [0.98109, -1.46095, 1.11493], [-0.97369, 0.24056, 2.95770], [-1.79279, -0.40763, 1.53938], [-0.76495, -2.75899, 2.43235], [-0.00366, -1.75564, 3.54326], [-1.78761, -2.04487, 3.54630]], "forces_ev_per_angstrom": [[1.409, 0.814, 1.139], [0.166, 0.374, 0.960], [-2.235, -1.052, -2.452], [1.442, 0.822, 0.907], [0.021, -4.922, -1.645], [0.799, 3.486, 1.733], [-2.224, 0.083, -1.057], [-0.368, 2.398, -1.919], [-0.829, 1.403, 0.145], [2.831, -1.476, -1.211], [-4.241, 1.253, -1.389], [-2.668, 0.534, 2.402], [0.927, -1.434, 1.256], [-1.372, 2.535, 0.011], [2.421, -0.318, 1.236], [0.177, -2.042, 1.224], [0.588, -0.182, 0.274], [0.121, 0.258, 0.819], [-0.360, -0.794, -0.484], [-0.900, 0.762, 0.265], [-0.202, 1.272, 0.042], [4.118, 0.825, -0.491], [0.215, -2.169, 0.857], [0.197, 0.708, -0.574], [-0.078, -0.604, 0.542], [1.485, -1.214, -0.905], [-0.867, 0.721, 0.177], [-1.176, 0.191, 0.110], [0.679, -1.002, -1.612], [1.326, -0.367, 0.058], [0.059, -0.947, -1.329], [-0.876, -0.514, 0.420], [-0.586, 0.599, 0.492]]}